Here is a structure of composition C16H46I2N5O10P3SSi2 from OMol25. Energies are from ωB97M-V/def2-TZVPD.

Summary:
Kohn-Sham gap: 8.576 eV
maximum force: 0.46 eV Å⁻¹
LUMO: 0.123 eV
total energy: -115931.68940 eV

Last column: Löwdin charge in e.
Atoms and positions in Å:
C (2.5616, 9.2947, -0.1588)  -0.08
C (-0.8455, 9.0061, -3.1596)  -0.09
P (5.3209, -6.0975, 2.6274)  0.33
O (1.1511, 9.4796, 0.0446)  -0.20
N (-4.1831, 0.3753, -1.6943)  -0.03
H (-2.5132, 7.7829, 1.0593)  0.09
C (2.6241, 0.7300, 0.2067)  -0.91
H (-5.0150, -1.6787, 3.4187)  0.07
H (-2.5405, -2.7916, 1.2852)  0.08
O (6.6103, -5.4598, 2.9126)  -0.23
O (4.0935, -5.4635, 3.4157)  -0.21
H (5.7154, -9.1757, 4.1665)  0.09
H (3.3103, -3.6959, 4.0752)  0.09
H (-1.8358, -2.3083, -3.6393)  0.05
O (-2.4349, 2.4471, 0.2376)  -0.40
I (1.3890, -1.7012, 1.4852)  0.91
C (5.6940, -8.0920, 4.2322)  -0.08
C (-3.3205, -2.3452, 0.6542)  -0.16
H (-0.9501, -3.8199, -3.6231)  0.07
O (4.8996, -6.1135, 1.1042)  -0.20
Si (-2.3436, -1.6500, -0.7855)  0.51
C (1.4988, 0.0250, 0.3124)  -0.88
O (-1.2045, 8.9230, -0.0318)  -0.20
H (5.8787, -5.6631, -0.6400)  0.09
H (-3.9412, -3.1754, 0.3020)  0.09
H (3.0554, 9.7863, 0.6737)  0.09
C (-4.2037, -1.4636, 1.5572)  -0.72
H (2.5338, 1.8363, -1.6345)  0.05
C (-1.7329, -3.2567, -3.1117)  -0.12
H (4.5797, -4.5363, -0.1763)  0.09
H (6.1529, -4.5002, 0.6746)  0.08
H (-3.5253, -2.3529, 3.2926)  0.07
H (-4.1046, 0.6083, 1.3840)  0.05
H (-6.0541, -2.0969, 1.0204)  0.08
H (-0.3419, -2.7947, -1.5454)  0.09
C (5.4131, -5.1343, 0.1885)  -0.08
N (-3.5761, -0.1555, 1.7897)  0.09
H (-2.6645, -3.8165, -3.2409)  0.09
H (6.6991, -7.7030, 4.3869)  0.08
Si (-0.1347, 0.4699, -0.5354)  -0.01
H (-0.0094, 3.0290, -1.9065)  -0.03
H (-2.7295, -0.5325, -2.9333)  0.05
C (2.7311, 2.0171, -0.5777)  -0.20
N (-4.4021, -2.2055, 2.8015)  0.06
C (-3.3833, -0.7840, -2.0888)  -0.32
P (0.1437, 8.6120, -0.7918)  0.33
H (-5.9930, -0.5066, 1.3418)  0.07
O (-1.1984, -0.6594, -0.0932)  -0.40
H (3.7160, 2.4644, -0.4849)  0.04
H (5.0432, -7.7834, 5.0500)  0.09
H (-2.7694, 2.6531, -0.6463)  0.03
C (3.8255, -4.0734, 3.1957)  -0.12
H (-0.0007, 4.3621, -0.9305)  0.01
H (2.8049, 8.2335, -0.1684)  0.08
H (4.7508, -3.5113, 3.0583)  0.09
H (-1.8072, 9.4880, -2.9821)  0.09
C (-2.2705, 7.9627, 0.0147)  -0.08
H (-1.9701, 7.0262, -0.4528)  0.08
H (-0.5413, -6.3409, -0.7784)  0.07
N (-0.4721, 3.4849, -1.1301)  -0.22
H (-2.6132, -4.7035, -0.8849)  0.10
O (0.4448, 7.1849, -0.9572)  -0.24
H (-0.6921, 1.2292, -3.0214)  -0.19
S (0.3008, 0.3994, -2.6540)  0.53
O (0.0915, 9.4190, -2.1594)  -0.21
H (0.2359, -5.1793, -1.8563)  0.08
C (-1.4019, -3.0771, -1.6206)  -0.39
H (-4.0372, -1.5887, -2.4616)  0.08
H (2.8653, 9.7585, -1.0968)  0.09
I (4.4214, 0.2024, 1.1408)  0.85
H (-3.9637, 0.7225, -0.7728)  0.01
H (-0.9613, 7.9213, -3.1620)  0.09
H (-1.2544, -4.2982, 0.1648)  0.09
H (-1.2375, -5.9903, -2.3587)  0.07
H (2.0077, 2.7446, -0.2037)  0.05
H (-0.4495, 9.3250, -4.1198)  0.09
H (-3.1338, 8.3854, -0.4955)  0.09
H (-3.4841, 0.0328, 2.7795)  0.07
C (-1.5565, -4.4173, -0.8790)  -0.29
P (-0.7789, 2.5305, 0.2649)  0.73
H (3.1912, -3.9562, 2.3174)  0.02
N (-5.4862, -1.2645, 0.8927)  0.08
H (-4.1275, 1.1290, -2.3649)  0.06
C (-0.7307, -5.5457, -1.5013)  -0.11
O (5.1660, -7.6229, 2.9818)  -0.20